1.
Computed, not measured: a molecular structure, C18H13ClF10IrN3 in a non-equilibrium geometry, with ωB97M-V/def2-TZVPD.

Values from the calculation:
Gap between HOMO and LUMO (alpha / beta) in eV: 7.20 / 5.84

```
! RIJCOSX wB97M-V def2-TZVPD def2/J DEFGRID3
* xyz 1 2
Ir 0.293 0.093 0.242
C 2.330 -0.023 -1.735
N 2.210 0.014 -0.251
C 2.730 -1.247 0.350
C 1.752 -2.393 0.044
N 0.378 -1.858 -0.048
C -0.684 -2.758 -0.224
C -1.890 -2.292 -0.760
F -2.002 -0.998 -1.120
C -2.991 -3.095 -0.965
F -4.099 -2.579 -1.481
C -2.931 -4.438 -0.634
F -3.980 -5.222 -0.816
C -1.759 -4.943 -0.102
F -1.683 -6.220 0.239
C -0.665 -4.119 0.100
F 0.412 -4.696 0.646
C 2.799 1.279 0.299
C 1.903 2.465 -0.073
N 0.510 2.017 0.077
C -0.587 2.864 0.017
C -1.845 2.279 0.198
F -1.908 0.911 0.332
C -3.025 2.982 0.189
F -4.181 2.361 0.355
C -2.980 4.354 -0.019
F -4.096 5.057 -0.046
C -1.757 4.972 -0.229
F -1.708 6.273 -0.452
C -0.584 4.236 -0.221
F 0.566 4.878 -0.439
H 3.389 -0.043 -1.995
H 1.864 0.862 -2.162
H 1.834 -0.912 -2.116
H 2.765 -1.079 1.424
H 3.745 -1.443 -0.001
H 1.848 -3.106 0.861
H 2.007 -2.931 -0.874
H 3.829 1.401 -0.042
H 2.806 1.162 1.381
H 2.080 2.826 -1.088
H 2.140 3.295 0.596
Cl -0.424 -1.326 3.025
C 0.378 0.073 2.273
H 1.395 0.123 2.651
H -0.185 0.947 2.593
*
```



2.
Computed, not measured: 8 unconnected molecules or ions with the total composition C41H90F3O23 in a non-equilibrium geometry, with ωB97M-V/def2-TZVPD.

Values from the calculation:
Gap between HOMO and LUMO in eV: 5.36

```
! RIJCOSX wB97M-V def2-TZVPD def2/J DEFGRID3
* xyz -1 1
O 3.033 0.729 -6.980
C 2.651 0.055 -5.923
O 2.304 -1.146 -6.031
O 2.535 0.622 -4.772
H 3.089 1.611 -6.607
C 9.153 -11.020 -4.709
O 9.231 -9.717 -5.185
C 10.003 -9.591 -6.355
C 10.182 -8.102 -6.861
O 9.328 -7.724 -7.935
C 8.008 -7.339 -7.646
C 7.750 -5.839 -7.463
O 7.933 -5.230 -8.754
C 7.931 -3.809 -8.766
H 8.785 -11.682 -5.492
H 8.511 -11.143 -3.837
H 10.093 -11.465 -4.382
H 9.533 -10.184 -7.140
H 11.026 -9.935 -6.200
H 11.180 -8.026 -7.293
H 10.153 -7.406 -6.023
H 7.504 -7.806 -6.801
H 7.499 -7.715 -8.534
H 8.432 -5.431 -6.716
H 6.742 -5.558 -7.157
H 8.321 -3.463 -9.723
H 8.532 -3.434 -7.938
H 7.000 -3.251 -8.675
C 3.952 7.179 -5.385
O 4.058 5.763 -5.140
C 4.961 5.417 -4.113
C 4.409 5.626 -2.713
O 4.493 7.042 -2.353
C 4.276 7.420 -0.974
C 2.905 8.151 -0.914
O 1.825 7.191 -1.130
C 0.629 7.473 -0.412
H 4.923 7.434 -5.809
H 3.834 7.786 -4.487
H 3.209 7.367 -6.160
H 5.973 5.750 -4.342
H 5.078 4.333 -4.096
H 4.944 5.046 -1.961
H 3.362 5.326 -2.664
H 5.058 8.153 -0.777
H 4.355 6.658 -0.198
H 2.799 8.879 -1.719
H 2.697 8.727 -0.012
H -0.302 7.108 -0.846
H 0.576 8.561 -0.438
H 0.626 7.232 0.651
C -0.571 -3.533 -10.754
O -0.074 -4.797 -11.099
C 1.244 -5.122 -10.741
C 1.670 -6.204 -11.660
O 0.820 -7.348 -11.510
C 1.453 -8.576 -11.819
C 0.462 -9.730 -11.721
O 0.211 -9.993 -10.351
C -0.694 -11.067 -10.115
H -0.413 -3.367 -9.689
H -1.659 -3.529 -10.815
H -0.145 -2.734 -11.362
H 1.330 -5.381 -9.685
H 1.840 -4.226 -10.914
H 2.672 -6.530 -11.383
H 1.614 -5.892 -12.703
H 2.278 -8.713 -11.119
H 1.937 -8.587 -12.796
H 0.919 -10.645 -12.096
H -0.511 -9.574 -12.186
H -1.688 -10.829 -10.493
H -0.635 -11.174 -9.032
H -0.363 -11.987 -10.598
C 4.627 -6.339 1.992
O 4.733 -6.471 0.541
C 5.556 -7.605 0.155
C 5.926 -7.611 -1.284
O 4.817 -7.397 -2.166
C 3.946 -8.551 -2.245
C 2.914 -8.500 -3.376
O 2.149 -7.304 -3.326
C 1.093 -7.173 -4.282
H 4.181 -5.407 2.341
H 5.580 -6.427 2.514
H 3.948 -7.087 2.402
H 4.850 -8.386 0.440
H 6.395 -7.699 0.844
H 6.551 -8.484 -1.470
H 6.688 -6.854 -1.472
H 3.433 -8.755 -1.304
H 4.622 -9.391 -2.400
H 2.208 -9.331 -3.366
H 3.484 -8.496 -4.306
H 0.153 -7.441 -3.799
H 1.228 -7.778 -5.179
H 1.054 -6.160 -4.681
C -2.734 -1.024 -3.214
O -2.426 -1.821 -2.067
C -3.039 -1.393 -0.856
C -2.571 0.007 -0.446
O -1.169 -0.038 -0.450
C -0.543 1.196 0.052
C 0.938 0.944 0.512
O 1.121 -0.261 1.304
C 0.657 -0.148 2.622
H -3.804 -0.830 -3.290
H -2.384 -1.520 -4.120
H -2.250 -0.061 -3.052
H -2.892 -2.150 -0.085
H -4.120 -1.292 -0.960
H -3.026 0.174 0.531
H -2.851 0.695 -1.244
H -1.152 1.579 0.871
H -0.679 1.942 -0.731
H 1.312 1.844 1.001
H 1.579 0.846 -0.365
H 1.304 0.513 3.197
H 0.791 -1.129 3.078
H -0.385 0.171 2.596
C -1.425 6.554 -6.850
O -2.408 6.267 -7.871
C -2.078 5.116 -8.717
C -0.958 5.535 -9.752
O -1.325 6.537 -10.723
C -0.358 6.851 -11.662
C -0.797 8.074 -12.469
O -0.933 9.282 -11.672
C -2.007 9.336 -10.817
H -1.310 5.732 -6.144
H -1.765 7.420 -6.281
H -0.450 6.869 -7.222
H -2.979 4.790 -9.238
H -1.712 4.270 -8.134
H -0.864 4.642 -10.371
H -0.041 5.791 -9.220
H -0.305 5.954 -12.280
H 0.612 6.933 -11.173
H -1.686 7.638 -12.926
H -0.161 8.191 -13.347
H -2.955 9.171 -11.329
H -2.013 10.311 -10.329
H -1.976 8.654 -9.967
C 3.759 2.388 -13.941
C 3.125 2.033 -15.323
O 3.945 2.492 -16.385
C 3.692 3.646 -17.073
O 2.697 4.372 -16.965
C 4.743 3.967 -18.198
F 5.822 3.192 -18.200
F 4.068 3.840 -19.363
F 5.154 5.192 -17.979
H 3.108 1.964 -13.177
H 3.780 3.478 -13.919
H 4.779 2.009 -13.883
H 2.129 2.455 -15.454
H 3.082 0.949 -15.433
*
```



3.
Computed, not measured: 2 unconnected molecules or ions with the total composition H3PSSi in a non-equilibrium geometry, with ωB97M-V/def2-TZVPD.

Values from the calculation:
Gap between HOMO and LUMO (alpha / beta) in eV: 5.91 / 5.97

```
! RIJCOSX wB97M-V def2-TZVPD def2/J DEFGRID3
* xyz 0 1
Si 0.018 -0.170 0.004
P -1.380 -3.146 0.799
S -2.005 -3.046 2.631
H 0.613 -0.440 -1.445
H -1.313 0.576 0.363
H 1.038 -0.260 0.896
*
```



4.
Computed, not measured: a gas-phase ion, C3H9N2O (charge +1) in a non-equilibrium geometry, with ωB97M-V/def2-TZVPD.

Values from the calculation:
SMILES: C[NH2+]CC(N)=O
Gap between HOMO and LUMO in eV: 10.55

```
! RIJCOSX wB97M-V def2-TZVPD def2/J DEFGRID3
* xyz 1 1
C -0.191 -0.256 2.337
N -0.304 -0.920 0.966
C -0.991 -0.050 -0.084
C 0.142 0.555 -0.953
N 0.405 -0.219 -2.074
O 0.961 1.371 -0.501
H -1.097 0.144 2.669
H 0.215 -1.063 3.051
H 0.574 0.460 2.144
H -0.569 -2.028 1.041
H 0.766 -0.860 0.754
H -1.693 -0.587 -0.829
H -1.594 0.646 0.203
H 1.317 -0.091 -2.710
H -0.078 -1.109 -2.367
*
```



ΔE to the lowest compared entry with this formula, charge and spin
In order: 0.0 0.0 50.4 64.6
Unit: kcal per mole
Electronic energy
In order: -2420.80077 -3645.84372 -1030.69761 -304.14744
Unit: a.u.
Molecular weight
In order: 689.0 1008.1 94.2 89.1
Unit: g/mol